This record from OMol25 describes C22H32AlBCa2Cl2CsF10NO11S2 as an isolated structure in a non-equilibrium geometry. The level of theory is ωB97M-V/def2-TZVPD.

Each line ends with the Mulliken charge.
Positions of all 85 atoms, in Å:
C1 -1.724 -0.215 3.263  -1.614
C2 -2.492 -1.476 2.737  0.123
O1 -1.685 -2.396 1.941  -0.415
C3 -2.090 -2.879 0.716  -0.115
C4 -1.271 -2.548 -0.305  0.108
C5 -1.531 -2.997 -1.643  1.828
C6 -0.536 -2.618 -2.846  -1.978
C7 -2.573 -3.775 -1.924  -3.053
C8 -3.380 -4.102 -0.847  0.516
C9 -3.172 -3.684 0.423  0.452
C10 -4.093 -4.172 1.509  0.205
C11 -4.410 -5.644 1.335  -1.852
C12 -5.432 -3.423 1.519  -1.223
H1 -2.240 0.047 4.222  0.227
H2 -1.867 0.686 2.602  0.061
H3 -2.765 -2.019 3.632  0.239
H4 -3.430 -1.259 2.233  0.132
H5 -0.397 -1.935 -0.096  0.815
H6 -0.239 -3.503 -3.378  0.558
H7 -0.973 -1.863 -3.554  0.276
H8 0.412 -2.234 -2.368  0.496
H9 -2.774 -4.139 -2.909  0.510
H10 -4.205 -4.756 -1.043  0.129
H11 -3.666 -3.979 2.484  0.598
H12 -4.935 -5.774 0.401  0.379
H13 -5.079 -5.956 2.130  0.495
H14 -3.496 -6.224 1.378  0.466
H15 -6.124 -3.948 0.834  0.185
H16 -5.879 -3.432 2.503  0.454
H17 -5.348 -2.383 1.178  0.331
Ca1 -1.130 2.044 3.486  1.841
O2 2.303 -1.203 -5.922  -0.717
C13 1.616 -0.283 -5.325  0.098
C14 2.188 0.085 -3.908  -0.513
O3 1.394 1.047 -3.318  -0.664
H18 0.495 -0.546 -5.072  -0.097
H19 1.516 0.690 -5.864  0.201
H20 3.240 0.356 -4.060  0.217
H21 2.275 -0.888 -3.361  0.092
Ca2 -0.422 -0.496 -2.069  1.070
C15 1.298 3.816 1.207  0.675
F1 0.285 3.203 0.555  -0.285
F2 2.039 2.845 1.753  -0.213
F3 2.075 4.396 0.280  -0.239
S1 0.632 4.977 2.406  0.871
O4 -0.144 3.956 3.187  -0.729
O5 -0.155 5.867 1.630  -0.597
N1 1.922 5.488 3.016  -0.338
S2 1.707 6.517 4.284  1.146
O6 1.197 5.874 5.444  -0.629
O7 1.156 7.762 3.924  -0.527
C16 3.481 6.821 4.641  0.695
F4 4.100 7.360 3.582  -0.251
F5 4.122 5.675 4.934  -0.255
F6 3.614 7.633 5.664  -0.177
B1 -0.717 9.344 6.227  0.583
F7 0.679 9.446 6.355  -0.370
F8 -1.102 7.988 6.332  -0.413
F9 -1.340 10.083 7.248  -0.387
F10 -1.119 9.844 4.976  -0.418
Al1 -7.380 -2.845 -0.328  0.679
C17 -1.504 -8.034 -2.456  -1.516
C18 -1.820 -6.863 -1.508  1.326
C19 -0.491 -6.187 -1.106  -1.074
O8 -2.446 -7.337 -0.399  -0.807
H22 -0.878 -8.777 -1.963  0.378
H23 -2.422 -8.521 -2.786  0.363
H24 -0.971 -7.689 -3.354  0.344
H25 -2.370 -6.100 -2.139  -0.498
H26 0.161 -6.885 -0.581  0.482
H27 -0.675 -5.328 -0.449  0.033
H28 0.058 -5.818 -1.989  0.127
Cl1 6.611 -1.641 -7.927  -0.208
C20 5.369 -0.515 -7.308  -0.260
C21 5.970 0.794 -6.866  -0.463
Cl2 6.975 0.621 -5.397  -0.203
H29 4.836 -1.009 -6.500  0.163
H30 4.666 -0.340 -8.119  0.310
H31 5.173 1.494 -6.624  0.277
H32 6.591 1.234 -7.642  0.373
C22 5.897 10.059 4.662  0.927
O9 4.740 10.112 4.278  -0.300
O10 6.508 9.014 4.984  -0.274
O11 6.661 11.045 4.789  -0.330
Cs1 0.930 2.414 -1.630  1.150

Spin multiplicity   1
E_tot   -165918.1816 eV
LUMO level   -0.1624 Eh
Gap between HOMO and LUMO   2.434 eV
HOMO   -6.9 eV